No. 1
{
  "formula": "C16H32Cl26NO2P",
  "method": "ωB97M-V with the def2-TZVPD basis set",
  "symbols": ["C", "O", "C", "P", "N", "C", "O", "H", "H", "H", "H", "H", "H", "C", "Cl", "Cl", "H", "H", "C", "Cl", "Cl", "H", "H", "C", "Cl", "Cl", "H", "H", "C", "Cl", "Cl", "H", "H", "C", "Cl", "Cl", "H", "H", "C", "Cl", "Cl", "H", "H", "C", "Cl", "Cl", "H", "H", "C", "Cl", "Cl", "H", "H", "C", "Cl", "Cl", "H", "H", "C", "Cl", "Cl", "H", "H", "C", "Cl", "Cl", "H", "H", "C", "Cl", "Cl", "H", "H", "C", "Cl", "Cl", "H", "H"],
  "xyz": [[-0.801681, -3.181910, -0.135722], [-2.096381, -3.051134, -0.820274], [-2.407899, -1.658617, -1.176514], [-4.259047, -1.369999, -0.730748], [-4.846877, -2.537886, 0.481594], [-5.566354, -3.510391, -0.223772], [-5.980902, -4.755100, -0.589141], [0.064443, -3.561551, -0.863107], [-0.919031, -4.007768, 0.717701], [-0.422208, -2.216543, 0.405757], [-2.257270, -1.493806, -2.338614], [-1.764665, -0.847806, -0.630655], [-4.326444, -0.080884, -0.069763], [-9.074689, -2.727693, 1.218753], [-10.766853, -2.934393, 1.686435], [-8.812997, -1.154180, 0.456746], [-8.447719, -2.799714, 2.110769], [-8.802252, -3.515099, 0.511654], [-1.685833, -0.393867, 2.326894], [-0.416850, -0.039382, 1.148381], [-2.699358, 1.025269, 2.616550], [-2.310189, -1.204887, 1.944273], [-1.222035, -0.697967, 3.268506], [0.730055, 2.500476, 3.227453], [1.082205, 2.230475, 4.938582], [0.419942, 4.210525, 2.903967], [1.586883, 2.175467, 2.632319], [-0.153349, 1.920049, 2.950108], [3.741972, 1.775791, -0.122481], [2.323025, 0.891618, 0.451712], [5.042123, 1.738500, 1.074723], [4.097168, 1.316025, -1.047911], [3.461447, 2.815058, -0.310757], [-4.740585, 2.997285, -0.673227], [-5.032684, 3.059002, 1.069111], [-3.455758, 1.847155, -1.062456], [-5.659492, 2.688212, -1.177265], [-4.445747, 3.990793, -1.019969], [-0.983656, 5.324389, -0.809220], [-0.485954, 3.794703, -0.076263], [-2.601652, 5.790875, -0.271111], [-0.274380, 6.104174, -0.521413], [-0.988623, 5.213043, -1.896324], [1.989430, 0.265061, -3.547830], [0.684074, -0.379299, -2.544976], [2.536963, 1.835096, -2.947599], [2.828767, -0.434387, -3.531805], [1.626501, 0.382574, -4.571887], [-2.771111, 4.296058, -4.325869], [-4.518791, 4.052411, -4.220400], [-2.312912, 5.889705, -3.713152], [-2.268470, 3.528632, -3.732252], [-2.462980, 4.214738, -5.371174], [4.677593, 2.617400, 5.938332], [4.549728, 1.848758, 4.351602], [4.207228, 1.500949, 7.225723], [5.711884, 2.930839, 6.099478], [4.019302, 3.489259, 5.965414], [5.269908, 3.121302, 10.711316], [5.579700, 4.024501, 9.223656], [4.464704, 4.135128, 11.915012], [4.630208, 2.265789, 10.481421], [6.221216, 2.771520, 11.119832], [0.528889, -4.969937, -3.753529], [-1.218791, -5.213583, -3.648059], [0.987088, -3.376290, -3.140811], [1.031530, -5.737362, -3.159911], [0.837020, -5.051257, -4.798833], [4.969908, -3.141443, -2.920336], [5.279700, -2.238244, -4.407996], [4.164704, -2.127617, -1.716641], [4.330208, -3.996957, -3.150231], [5.921216, -3.491225, -2.511821], [4.859415, -5.655288, -6.678857], [4.567316, -5.593571, -4.936519], [6.144242, -6.805418, -7.068086], [3.940508, -5.964361, -7.182895], [5.154253, -4.661780, -7.025599]],
  "atomic_forces_ev_per_a": [[1.236, -1.226, 0.979], [1.491, 1.935, 0.552], [0.895, 0.266, 0.110], [-0.908, 0.793, -1.688], [-3.924, -5.162, -4.537], [1.925, -5.138, 2.018], [2.832, 10.478, 2.722], [-2.117, 0.927, 1.539], [0.073, 1.688, -1.923], [-0.985, -1.918, -1.351], [-0.574, -0.385, 2.283], [-0.990, -1.832, -1.040], [0.462, -1.507, 0.472], [0.274, -0.267, 0.050], [0.035, -0.100, 0.039], [0.135, -0.030, -0.021], [-0.229, 0.127, -0.203], [-0.159, 0.249, 0.113], [-0.257, -0.313, 0.352], [0.014, 0.431, 0.341], [0.048, -0.164, -0.006], [0.107, 0.207, -0.041], [-0.028, 0.165, -0.265], [0.046, -0.186, -0.235], [-0.080, -0.129, 0.082], [0.136, 0.052, 0.398], [-0.182, 0.178, 0.280], [0.224, 0.357, 0.197], [0.291, 0.101, -0.252], [0.307, 0.073, -0.130], [0.047, 0.052, -0.103], [-0.059, 0.051, 0.491], [0.017, -0.275, 0.165], [-0.384, 0.290, -0.209], [-0.106, 0.104, -0.094], [0.348, 0.547, -0.423], [0.264, -0.064, 0.191], [0.047, -0.340, 0.166], [0.388, 0.009, -0.141], [-0.001, -0.104, -0.523], [0.049, 0.138, 0.030], [-0.239, -0.200, 0.082], [-0.036, -0.029, 0.540], [0.070, -0.279, -0.333], [-0.039, 0.265, -0.007], [-0.120, 0.126, -0.471], [-0.205, 0.189, 0.134], [0.008, 0.063, 0.336], [0.212, -0.319, -0.164], [0.052, -0.082, -0.019], [-0.106, 0.116, -0.465], [-0.200, 0.204, -0.011], [-0.170, 0.127, 0.273], [0.079, 0.356, 0.012], [0.128, 0.138, 0.044], [-0.058, -0.062, 0.040], [-0.249, -0.216, -0.030], [0.047, -0.330, -0.022], [0.071, -0.372, 0.051], [0.120, 0.035, 0.028], [0.014, -0.099, 0.045], [0.083, 0.314, -0.018], [-0.233, 0.228, -0.119], [0.185, -0.376, -0.160], [0.087, -0.051, -0.021], [0.222, -0.259, -0.403], [-0.192, 0.228, -0.077], [-0.131, 0.111, 0.275], [0.069, -0.314, 0.206], [0.010, -0.016, -0.048], [-0.001, -0.013, 0.121], [0.076, 0.516, 0.116], [-0.218, 0.222, -0.118], [-0.092, 0.155, -0.416], [-0.136, -0.261, -0.174], [-0.080, 0.081, -0.062], [0.254, -0.021, 0.227], [0.012, -0.254, 0.222]],
  "total_charge": 0,
  "gap_ev": 7.935,
  "e_above_lowest_kcal_mol": 69.40
}

No. 2
{
  "formula": "C16H32CoN4OSSi",
  "method": "ωB97M-V with the def2-TZVPD basis set",
  "symbols": ["Co", "C", "C", "C", "C", "C", "C", "N", "N", "Si", "C", "C", "C", "H", "H", "H", "H", "H", "H", "H", "H", "H", "H", "H", "H", "H", "H", "H", "C", "C", "C", "C", "O", "H", "H", "H", "H", "H", "H", "H", "H", "H", "C", "N", "C", "S", "N", "C", "H", "H", "H", "H", "H", "H", "H", "H"],
  "xyz": [[0.603476, 0.330379, -0.405718], [1.492727, 3.341449, 1.713969], [0.076204, 2.890520, 1.518051], [-1.006007, 3.643706, 1.933789], [-2.293706, 3.152540, 1.723074], [-2.496053, 1.936686, 1.104094], [-1.370719, 1.206394, 0.706513], [-0.121500, 1.695886, 0.945417], [-1.295677, 0.031533, 0.027126], [-2.540985, -1.165831, -0.243353], [-3.119154, -1.700732, 1.469160], [-1.649254, -2.558885, -1.135821], [-4.035300, -0.621186, -1.225010], [1.734715, 3.361162, 2.777508], [1.639885, 4.348976, 1.326710], [2.181538, 2.665028, 1.210026], [-0.844176, 4.601455, 2.407017], [-3.145995, 3.742649, 2.034735], [-3.486366, 1.557554, 0.897800], [-2.278744, -1.770807, 2.159097], [-3.622032, -2.669806, 1.435460], [-3.828444, -0.978778, 1.879832], [-0.580812, -2.548012, -0.908009], [-1.755139, -2.467091, -2.218526], [-2.050571, -3.534249, -0.851943], [-4.569434, 0.215721, -0.773917], [-4.728818, -1.465102, -1.269688], [-3.776487, -0.347730, -2.248971], [2.114065, 0.348384, -3.882121], [1.931370, 1.497511, -2.890352], [3.256597, 1.836586, -2.208855], [1.345656, 2.725694, -3.583298], [1.000281, 1.076194, -1.909576], [2.866541, 0.618476, -4.621594], [1.174826, 0.134437, -4.391746], [2.440824, -0.550545, -3.356332], [4.009116, 2.087035, -2.955179], [3.612472, 0.981134, -1.629895], [3.131442, 2.688923, -1.539048], [2.023401, 3.072723, -4.362335], [1.197779, 3.527350, -2.859034], [0.383914, 2.478053, -4.031941], [0.503638, -2.029910, 3.827972], [0.985257, -1.442827, 2.588421], [1.386728, -2.136125, 1.527296], [2.099499, -1.307509, 0.183646], [1.302732, -3.456319, 1.558380], [1.683081, -4.381075, 0.495951], [0.361880, -1.234188, 4.552371], [1.237834, -2.729301, 4.232773], [-0.449243, -2.544404, 3.690474], [1.024105, -0.439271, 2.504205], [0.906359, -3.875441, 2.386094], [2.107149, -3.828234, -0.335015], [0.805789, -4.925473, 0.150569], [2.423737, -5.085306, 0.869751]],
  "atomic_forces_ev_per_a": [[-0.492, -0.121, -0.104], [-0.043, -0.042, -0.034], [0.035, 0.033, 0.074], [0.004, -0.010, 0.028], [0.053, -0.014, -0.021], [-0.010, -0.115, 0.052], [-0.085, 0.096, 0.131], [-0.076, 0.072, -0.161], [0.545, 0.290, -0.217], [0.026, -0.344, 0.170], [-0.057, 0.041, -0.253], [-0.119, 0.087, 0.042], [0.189, 0.039, 0.010], [0.037, 0.004, -0.002], [-0.014, 0.002, -0.003], [0.024, 0.014, 0.007], [-0.007, 0.002, 0.000], [-0.009, -0.005, -0.004], [-0.018, 0.022, 0.033], [0.076, -0.041, 0.066], [-0.005, 0.020, 0.004], [0.019, -0.009, 0.043], [0.007, -0.035, 0.028], [0.023, 0.018, 0.000], [-0.010, 0.010, -0.009], [0.002, 0.004, 0.018], [-0.017, 0.008, -0.024], [0.003, 0.011, 0.002], [-0.123, 0.023, 0.191], [0.381, 0.205, -0.313], [-0.192, -0.073, 0.046], [-0.039, -0.137, 0.144], [-0.230, -0.162, 0.243], [-0.003, -0.017, -0.033], [0.010, -0.012, -0.010], [0.041, -0.005, -0.037], [0.029, 0.026, 0.016], [0.043, 0.004, -0.029], [0.017, -0.004, 0.007], [-0.001, 0.020, -0.011], [0.006, 0.028, -0.033], [0.012, 0.021, -0.028], [-0.027, -0.023, -0.016], [-0.079, 0.045, -0.031], [-0.035, 0.070, 0.163], [0.098, -0.041, -0.103], [-0.013, -0.021, -0.039], [0.022, -0.051, -0.046], [-0.016, 0.000, -0.007], [0.019, 0.026, 0.014], [-0.033, 0.008, -0.028], [0.051, -0.016, 0.018], [0.002, 0.016, 0.008], [-0.010, 0.013, 0.013], [-0.006, 0.007, 0.011], [-0.002, 0.009, 0.013]],
  "multiplicity": 5,
  "total_charge": 1,
  "gap_ev": [8.819, 6.326],
  "e_above_lowest_kcal_mol": 0.00,
  "s2": 6.019
}

No. 3
{
  "formula": "C16H32NOPReSi",
  "method": "ωB97M-V with the def2-TZVPD basis set",
  "symbols": ["C", "C", "C", "C", "C", "C", "C", "C", "N", "Re", "C", "P", "H", "H", "H", "H", "H", "H", "H", "H", "C", "C", "H", "C", "C", "H", "H", "H", "H", "H", "H", "H", "H", "H", "H", "H", "H", "H", "H", "C", "Si", "C", "C", "O", "H", "H", "H", "H", "H", "H", "H", "H", "H"],
  "xyz": [[0.475898, 3.222522, -3.277841], [-0.789366, 2.768106, -2.947751], [-0.986110, 1.818026, -1.925139], [0.086211, 1.337054, -1.139892], [1.382225, 1.787957, -1.526316], [1.567207, 2.730179, -2.565506], [-2.371556, 1.286473, -1.693272], [-2.392478, -0.202401, -1.307345], [-2.592016, -1.034360, -2.461450], [-0.007872, -0.116037, 0.381545], [2.546006, 1.093146, -0.866236], [1.900317, -0.659307, -0.511276], [-1.676295, 3.122651, -3.499944], [2.592302, 3.032790, -2.828475], [0.618291, 3.943593, -4.092751], [2.811009, 1.561085, 0.090899], [3.430809, 1.050697, -1.497966], [-2.831317, 1.830817, -0.865848], [-2.985310, 1.467339, -2.571176], [-1.447059, -0.522197, -0.708462], [3.337752, -1.434465, 0.301096], [2.053868, -1.346700, -2.215443], [-3.286855, -0.375513, -0.693548], [-1.512170, -1.113232, -3.404016], [-3.216688, -2.306025, -2.198236], [0.386500, -0.851824, 2.366756], [-1.842596, -1.709433, -4.263138], [-1.200265, -0.111904, -3.748629], [-0.626311, -1.627003, -2.970308], [-3.445297, -2.818847, -3.140746], [-2.553872, -2.967884, -1.605167], [-4.149079, -2.158608, -1.637385], [3.094318, -1.273213, -2.570130], [1.748761, -2.398120, -2.182635], [1.412832, -0.803700, -2.918301], [4.254643, -1.316977, -0.304380], [3.493819, -0.989702, 1.293656], [3.106286, -2.504562, 0.410702], [-0.457020, -1.724014, 0.633508], [-1.567874, 0.850753, 4.738951], [0.000212, 0.067395, 4.160512], [1.526347, 0.944984, 4.748373], [0.050099, -1.738665, 4.708606], [0.050028, 0.105578, 2.362882], [-1.569739, 0.844989, 5.849489], [-2.463584, 0.313423, 4.401935], [-1.616147, 1.894101, 4.408463], [1.523778, 0.949682, 5.856229], [2.446844, 0.460905, 4.407235], [1.510568, 1.983273, 4.397404], [-0.827176, -2.326315, 4.400102], [0.955609, -2.284543, 4.402455], [0.051526, -1.751975, 5.817891]],
  "atomic_forces_ev_per_a": [[0.140, 0.155, 0.158], [-0.801, -0.333, 0.413], [-0.480, 0.386, -0.427], [0.495, -0.508, -0.895], [0.295, 0.491, -0.694], [0.585, -0.726, 0.871], [0.744, 0.060, 0.648], [-2.747, 0.024, -2.217], [0.477, 0.538, 1.116], [-2.888, 2.376, -0.146], [-0.642, -0.109, 0.526], [5.673, 0.528, -3.294], [0.594, -0.222, 0.282], [-0.575, -0.148, 0.123], [-0.054, -0.381, 0.385], [0.066, -0.041, -0.176], [0.098, -0.148, 0.027], [-0.014, 0.163, -0.002], [-0.142, -0.264, 0.018], [-0.317, -0.274, -0.149], [-0.473, -0.471, 0.688], [-0.585, -0.278, 0.054], [0.589, -0.077, 0.350], [0.486, 0.086, -0.435], [-0.182, -0.657, 0.383], [-0.278, 0.624, 0.139], [0.157, 0.282, 0.128], [-0.146, -0.408, 0.105], [-0.256, 0.120, -0.080], [0.024, 0.213, 0.258], [-0.175, 0.056, -0.152], [0.233, -0.078, -0.197], [-0.286, 0.000, 0.454], [0.087, 0.119, -0.200], [0.078, -0.097, 0.256], [-0.604, 0.075, 0.118], [0.036, -0.195, -0.237], [0.304, 0.240, 0.092], [0.158, 0.107, -0.307], [-0.035, 0.136, -0.086], [-0.203, 0.052, 2.383], [-0.220, 0.097, -0.190], [0.012, -0.073, -0.468], [0.572, -2.034, 1.482], [0.068, -0.005, -0.582], [0.175, 0.162, 0.064], [-0.167, -0.095, 0.119], [-0.012, -0.010, -0.526], [-0.065, 0.098, 0.091], [0.162, -0.091, 0.155], [0.206, 0.176, 0.028], [-0.187, 0.118, 0.057], [0.021, 0.241, -0.511]],
  "multiplicity": 4,
  "total_charge": 2,
  "gap_ev": [5.997, 5.692],
  "s2": 3.776
}